(1)
Below is a structure of composition C26H21Cl2F6NO4PdSbTe, with properties calculated with ωB97M-V/def2-TZVPD.

Computed properties:
Expectation value of S²: 0.7833
Electronic energy, Ha: -3514.32424
Energy relative to the best compared isomer or geometry (same formula, charge and spin), kcal/mol: 0.0
Maximum force, eV Å⁻¹: 0.95

The geometry in ORCA input format:
```
! RIJCOSX wB97M-V def2-TZVPD def2/J DEFGRID3
* xyz 2 2
Te -1.27 1.97 1.28
Sb 0.45 -0.95 3.75
Pd -0.17 -0.04 0.05
Cl 1.32 5.56 -0.95
Cl 5.86 3.59 0.78
F 1.64 -0.36 5.06
F -0.59 -1.93 4.95
F -0.75 -1.49 2.33
F 1.40 0.13 2.46
F -0.65 0.59 3.94
F 1.55 -2.38 3.23
O 0.33 -1.84 -0.92
O 0.84 -6.40 0.16
O 0.59 2.75 -1.13
O -2.09 -0.68 -0.08
N 1.89 0.54 -0.05
C 2.27 4.27 -0.50
C -4.16 1.64 1.58
C 3.54 4.44 -0.08
C 3.78 1.96 0.31
C -2.46 -1.85 0.02
C 2.64 -0.50 0.35
C -2.67 2.41 -0.27
C -5.17 2.80 -0.26
C 0.19 -5.26 0.07
C 1.65 2.89 -0.61
C 2.18 -6.47 -0.36
C -4.04 2.28 0.36
C -6.42 2.67 0.32
C -1.97 -4.20 0.58
C 0.66 -4.09 -0.46
C -1.14 -5.31 0.61
C 4.55 0.86 0.74
C 4.30 3.31 0.30
C -1.53 -3.00 0.08
C 3.97 -0.38 0.74
C -3.93 -2.08 0.09
C -6.54 2.04 1.54
C 2.45 1.74 -0.09
C -5.42 1.53 2.17
C -0.15 -2.91 -0.45
C -2.94 1.09 2.27
H 5.57 1.00 1.06
H 4.52 -1.25 1.07
H -2.97 -4.30 0.97
H 2.15 -1.46 0.37
H 3.99 5.42 -0.02
H -7.51 1.95 2.00
H -7.29 3.08 -0.16
H -2.87 1.34 3.32
H -4.45 -1.14 -0.07
H -5.07 3.32 -1.21
H -4.19 -2.47 1.08
H 2.83 -5.79 0.19
H -1.48 -6.25 1.02
H -2.52 1.68 -1.07
H 1.65 -4.00 -0.89
H -2.48 3.40 -0.67
H 2.49 -7.49 -0.21
H 2.18 -6.23 -1.43
H -5.51 1.05 3.14
H -2.83 0.01 2.18
H -4.25 -2.82 -0.64
*
```

Löwdin population analysis, charges in e, atoms 1 to 8:
1. Te 1.5766
2. Sb 1.3828
3. Pd 0.7774
4. Cl 0.9524
5. Cl 0.9832
6. F -0.3248
7. F -0.3222
8. F -0.3732



(2)
Below is a structure of composition C26H21F3N5RuS2 in a non-equilibrium geometry, with properties calculated with ωB97M-V/def2-TZVPD.

Computed properties:
Expectation value of S²: 6.0850
Electronic energy, Ha: -2467.59413
Energy relative to the best compared isomer or geometry (same formula, charge and spin), kcal/mol: 24.7
Maximum force, eV Å⁻¹: 3.60

The geometry in ORCA input format:
```
! RIJCOSX wB97M-V def2-TZVPD def2/J DEFGRID3
* xyz 1 5
Ru -14.83 5.19 7.24
S -15.95 3.73 8.72
S -16.49 6.63 6.64
F -14.25 0.22 11.15
F -15.90 1.55 10.74
F -14.06 2.34 11.72
N -14.48 6.76 8.77
N -16.49 9.11 7.16
N -16.38 9.97 8.19
N -13.62 3.44 7.68
N -15.30 7.81 8.82
C -11.29 6.22 10.49
C -13.46 12.70 8.44
C -12.66 1.27 9.15
C -11.17 7.47 11.16
C -11.98 7.03 6.69
C -10.60 7.22 6.90
C -14.53 1.50 10.73
C -15.42 11.72 9.43
C -12.44 5.91 9.78
C -13.80 5.85 5.51
C -13.42 6.92 9.60
C -13.86 12.34 7.15
C -12.37 6.19 5.65
C -12.21 8.37 11.12
C -13.94 1.83 9.43
C -15.66 11.11 8.15
C -13.31 8.16 10.33
C -9.68 6.70 6.03
C -16.04 7.93 7.64
C -12.41 2.93 7.43
C -10.08 5.92 4.93
C -14.99 11.54 6.98
C -14.22 12.41 9.56
C -14.42 2.92 8.65
C -11.91 1.83 8.10
C -11.39 5.53 4.86
H -13.19 12.67 6.34
H -14.42 6.67 5.19
H -13.93 12.74 10.54
H -10.28 7.66 11.73
H -10.42 5.53 10.47
H -13.96 4.89 4.97
H -12.02 9.36 11.61
H -10.30 7.89 7.66
H -15.28 11.02 6.02
H -16.82 9.80 9.07
H -10.96 1.41 7.82
H -16.10 11.54 10.28
H -9.34 5.56 4.20
H -11.79 3.44 6.70
H -12.55 13.27 8.57
H -11.71 4.70 4.21
H -8.63 6.93 6.25
H -12.37 0.37 9.69
H -14.11 8.89 10.21
H -12.50 4.99 9.20
H -12.72 7.67 7.26
*
```

Löwdin population analysis, charges in e, atoms 1 to 8:
1. Ru 0.9109
2. S 0.6999
3. S 0.7237
4. F 0.1142
5. F 0.0911
6. F 0.1248
7. N -0.0985
8. N 0.0305



(3)
Below is a structure of composition C26H21N7O2RuS, with properties calculated with ωB97M-V/def2-TZVPD.

Computed properties:
Expectation value of S²: 0.7570
Electronic energy, Ha: -2030.12190
Energy relative to the best compared isomer or geometry (same formula, charge and spin), kcal/mol: 0.0
Maximum force, eV Å⁻¹: 0.48

The geometry in ORCA input format:
```
! RIJCOSX wB97M-V def2-TZVPD def2/J DEFGRID3
* xyz 1 2
Ru -0.37 0.04 0.97
S -0.89 1.76 2.38
O 1.66 0.25 1.21
O 3.52 -2.43 3.91
N 0.10 -1.02 -0.75
N -1.94 4.02 1.50
N 0.10 -1.40 2.27
N -0.92 1.36 -0.47
N 1.38 -1.54 2.65
N -2.22 -0.88 1.15
N -1.46 2.58 -0.19
C 2.14 -0.61 2.04
C -0.84 -2.22 2.59
C -2.58 2.13 -3.06
C -4.51 -2.28 1.77
C 6.31 -0.46 2.77
C -4.56 -1.18 0.92
C -1.46 2.84 1.09
C -1.24 1.80 -2.86
C 5.72 0.43 1.87
C 5.56 -1.40 3.43
C -2.95 2.89 -4.15
C -1.99 3.34 -5.05
C -3.29 -2.65 2.32
C 4.18 -1.49 3.22
C -3.39 -0.51 0.63
C 0.96 -2.83 -2.04
C -0.83 0.97 -1.70
C 4.36 0.36 1.66
C -0.28 2.24 -3.76
C 0.70 -2.21 -0.83
C -0.04 -0.94 -3.13
C -0.65 3.02 -4.85
C -2.15 -1.93 2.01
C 0.56 -2.19 -3.20
C 3.57 -0.59 2.32
C -0.25 -0.37 -1.88
H 7.38 -0.42 2.95
H -2.28 3.93 -5.90
H 0.74 -2.65 -4.17
H 1.45 -3.79 -2.06
H 6.32 1.17 1.35
H -2.19 4.71 0.80
H 3.88 1.04 0.97
H -5.41 -2.83 2.01
H -3.32 1.80 -2.35
H -0.66 -3.08 3.23
H 6.01 -2.10 4.13
H -3.37 0.35 -0.02
H 0.10 3.37 -5.55
H -0.35 -0.41 -4.02
H 2.57 -2.39 3.67
H -5.49 -0.85 0.49
H -3.22 -3.49 3.00
H 0.98 -2.68 0.11
H -3.99 3.14 -4.30
H 0.76 2.00 -3.60
H -1.91 4.28 2.46
*
```

Löwdin population analysis, charges in e, atoms 1 to 8:
1. Ru 1.1307
2. S 0.6781
3. O -0.1634
4. O 0.0727
5. N -0.0159
6. N 0.1010
7. N -0.1730
8. N -0.1192



(4)
Below is a structure of composition C26H22AsClMoO3 in a non-equilibrium geometry, with properties calculated with ωB97M-V/def2-TZVPD.

Computed properties:
Expectation value of S²: 2.0227
Electronic energy, Ha: -3993.17104
Energy relative to the best compared isomer or geometry (same formula, charge and spin), kcal/mol: 33.5
Maximum force, eV Å⁻¹: 9.01

The geometry in ORCA input format:
```
! RIJCOSX wB97M-V def2-TZVPD def2/J DEFGRID3
* xyz 2 3
Mo -0.32 -1.17 -2.75
As -0.09 0.71 1.00
Cl -2.50 -0.07 -3.48
O 0.12 -3.14 -0.31
O 0.09 0.66 -0.67
O -3.31 -1.85 -1.27
C -0.05 0.84 -5.31
C -2.30 -1.12 1.39
C 1.57 -0.55 -3.78
C 1.04 -0.72 1.77
C -4.54 -0.49 2.09
C 2.77 -2.58 2.98
C 0.72 2.39 1.54
C 2.58 3.92 1.35
C -2.42 -1.43 -1.93
C 0.59 -1.51 2.83
C 3.21 -1.78 1.93
C 1.45 -2.45 3.42
C 2.35 -0.86 1.30
C -3.62 -1.47 1.70
C -4.15 0.86 2.12
C -0.03 -2.40 -1.22
C 1.98 4.73 2.31
C -2.83 1.22 1.77
C -0.14 -1.75 -4.83
C 0.75 4.39 2.90
C -1.91 0.23 1.44
C 0.13 3.19 2.54
C 1.93 2.74 0.94
C 1.70 -1.92 -3.37
C 0.44 -0.42 -4.68
C 0.64 -2.67 -4.03
H 2.35 2.13 0.14
H -2.53 2.26 1.76
H 0.51 -3.74 -4.01
H -0.42 -1.38 3.20
H 3.44 -3.30 3.46
H 3.55 4.19 0.89
H 4.24 -1.86 1.57
H 2.49 -2.32 -2.78
H 2.22 0.28 -3.50
H -5.57 -0.77 2.36
H -4.87 1.64 2.42
H -1.58 -1.89 1.12
H 0.27 1.71 -4.72
H 2.47 5.65 2.62
H 0.36 0.97 -6.31
H 2.69 -0.27 0.45
H -0.94 -1.99 -5.50
H 1.07 -3.07 4.23
H -3.93 -2.52 1.63
H -0.81 2.89 3.01
H -1.14 0.84 -5.38
H 0.29 5.04 3.65
*
```

Löwdin population analysis, charges in e, atoms 1 to 8:
1. Mo 1.3510
2. As 1.2545
3. Cl 0.5339
4. O 0.1996
5. O -0.5312
6. O 0.1152
7. C -0.0406
8. C -0.1489